(1)
This record from the Open Molecules 2025 dataset describes a 4-piece molecular cluster, C3H16NO4S2 overall in a non-equilibrium geometry. The level of theory is wB97M-V/def2-TZVPD.

- E_HOMO (eV) = -12.322
- strongest force on any atom (eV/A) = 2.73
- relative energy (zero: lowest compared OMol25 entry of this formula, charge and spin) (kcal per mole) = 0.0
- net charge = +1
- spin multiplicity = 1
- frontier orbital gap (Ha) = 0.3494

XYZ file:
```
26
C3H16NO4S2, DFT wB97M-V/def2-TZVPD
N -1.884 -0.354 -1.161
C -0.644 -1.029 -0.549
C 0.090 -2.012 -1.439
O 0.405 -1.494 -2.685
C -0.934 -1.446 0.861
S 0.525 -1.433 2.007
S 1.897 -0.152 1.462
H -2.066 0.463 -0.560
H -2.679 -1.000 -1.137
H -1.794 -0.035 -2.128
H 0.072 -0.184 -0.595
H -0.554 -2.914 -1.583
H 0.971 -2.307 -0.855
H 1.260 -1.782 -2.989
H -1.715 -0.795 1.267
H -1.346 -2.454 0.946
H 1.692 1.041 2.052
H 0.058 2.637 -1.565
H -1.081 3.422 -1.004
O -0.830 2.497 -1.192
H 2.643 4.151 -0.838
H 2.547 3.853 -2.341
O 2.345 3.470 -1.472
H -3.785 1.382 1.329
H -2.512 2.308 0.925
O -2.872 1.406 1.034
```


(2)
This record from the Open Molecules 2025 dataset describes C6H4N2O3Pt as an isolated structure in a non-equilibrium geometry. The level of theory is wB97M-V/def2-TZVPD.

- ⟨S²⟩ = 2.024
- E_HOMO (spin up / spin down) (eV) = -18.908 / -18.327
- strongest force on any atom (eV/A) = 11.03
- relative energy (zero: lowest compared OMol25 entry of this formula, charge and spin) (kcal per mole) = 0.0
- net charge = +2
- spin multiplicity = 3
- frontier orbital gap (spin up / spin down) (Ha) = 0.3380 / 0.1825

XYZ file:
```
16
C6H4N2O3Pt, DFT wB97M-V/def2-TZVPD
O 3.136 1.090 -4.085
C 2.548 1.019 -3.052
Pt 0.704 1.387 1.581
C 0.114 2.840 0.456
C 2.387 0.433 1.547
O -0.395 3.887 0.160
O 3.376 -0.103 1.976
N -1.130 -0.620 1.200
C -1.983 -1.575 0.788
C -1.700 -1.793 -0.555
C -0.629 -0.890 -0.872
N -0.278 -0.147 0.239
H -1.094 -0.239 2.157
H -2.722 -2.013 1.499
H -2.209 -2.512 -1.219
H -0.125 -0.765 -1.819
```